1.
111
Properties=species:S:1:pos:R:3 method="wB97M-V/def2-TZVPD" lumo_ev=0.6 smiles=COC[C@H](C)N.COC[C@H](C)N.COC[C@H](C)N.COC[C@H](C)N.COC[C@H](C)N.COC[C@H](C)N.CCO max_force_ev_per_a=3.4 homo_lumo_gap_ev=9.253 relative_energy_kj_mol=199.71
C 17.09050 11.03811 19.08645
O 16.61687 12.30947 19.54729
C 16.36628 13.19453 18.44067
C 15.16661 14.03766 18.85757
C 13.85825 13.30368 19.00252
N 14.90110 15.19238 17.85803
H 18.02537 11.16176 18.45162
H 16.34154 10.54759 18.44573
H 17.21572 10.41634 19.95884
H 17.20922 13.87757 18.37003
H 16.15731 12.75722 17.42529
H 15.33473 14.51668 19.83582
H 13.79491 12.33811 19.48239
H 13.41709 13.18616 18.04205
H 13.25799 13.93945 19.62160
H 15.77561 15.79391 17.89440
H 14.14424 15.72496 18.28409
C 12.11270 18.40755 12.71381
O 12.11228 17.92949 14.00722
C 13.30524 17.20370 14.38063
C 13.05790 15.72037 14.35136
C 11.84450 15.40255 15.06358
N 14.22267 15.01459 14.81636
H 12.31332 17.65241 11.96766
H 12.83956 19.24940 12.55144
H 11.14594 18.85955 12.51675
H 14.16888 17.47220 13.75410
H 13.57805 17.57797 15.39401
H 13.04009 15.38390 13.26946
H 11.78743 15.93280 16.00320
H 11.72475 14.32583 15.15305
H 10.90222 15.71990 14.55955
H 14.23436 14.99820 15.80583
H 14.16141 14.08608 14.45036
C 10.07870 14.89829 11.35744
O 9.85073 13.71614 10.59844
C 9.65959 12.46489 11.27205
C 9.70946 11.43686 10.21689
C 11.16514 11.28807 9.72006
N 8.77671 11.64696 9.09779
H 10.98422 14.84971 12.00716
H 9.19791 15.19872 11.93338
H 10.33776 15.67018 10.64503
H 10.48934 12.34744 11.93604
H 8.77166 12.38775 11.87221
H 9.35762 10.49368 10.68287
H 11.32556 12.01526 8.92230
H 11.31368 10.31989 9.20923
H 11.90255 11.40992 10.49481
H 9.08773 12.45797 8.58243
H 7.82662 11.81677 9.43841
C 17.14679 15.85876 11.46695
O 16.13322 15.58917 10.50208
C 15.48336 14.34955 10.73336
C 14.52685 13.94954 9.63430
C 13.20866 14.72399 9.70135
N 14.32843 12.54862 10.04262
H 17.58163 16.78594 11.07444
H 17.92074 15.09354 11.42282
H 16.67217 15.92045 12.45380
H 16.27118 13.59632 10.90392
H 14.95397 14.41413 11.70802
H 14.99918 13.99371 8.58047
H 13.32403 15.62177 9.04912
H 12.97156 15.10469 10.68791
H 12.36343 14.24624 9.20016
H 15.17622 12.05747 9.89773
H 13.60797 12.11999 9.52425
C 17.51670 11.16898 7.80484
O 16.66944 10.75900 8.82088
C 16.73901 9.32427 8.85465
C 15.72424 8.71016 9.83866
C 16.05425 7.36342 10.37766
N 14.49025 8.73101 9.11687
H 17.10345 10.96465 6.79491
H 18.52016 10.71152 7.83464
H 17.65019 12.25366 7.89715
H 16.57224 8.91454 7.81667
H 17.78215 9.03425 9.05604
H 15.66629 9.35369 10.74145
H 16.96947 7.33430 10.83369
H 16.02090 6.64886 9.59187
H 15.28489 7.16326 11.09613
H 13.79480 8.09136 9.39803
H 14.14327 9.57547 8.77722
C 20.50602 13.02240 9.50987
O 20.03648 11.83441 10.05869
C 19.10638 12.22520 11.04915
C 18.50692 11.05624 11.72268
C 17.51571 11.50417 12.72476
N 19.62167 10.38137 12.31176
H 21.14257 13.58709 10.26345
H 19.73038 13.63278 9.02924
H 21.17224 12.72780 8.66725
H 19.70156 12.79782 11.83082
H 18.31721 12.80090 10.57946
H 18.07095 10.46908 10.87559
H 16.58890 11.81496 12.18753
H 17.91179 12.22330 13.46722
H 17.24243 10.61006 13.28871
H 19.34617 9.52332 12.79412
H 20.31569 10.11840 11.61428
C 13.58365 11.19314 14.79744
C 13.06892 11.23476 13.37949
O 13.16969 12.54712 12.86158
H 13.51947 10.19712 15.16382
H 13.05215 11.77019 15.56316
H 14.61116 11.54066 14.80658
H 11.99617 10.81182 13.35575
H 13.67370 10.50771 12.72052
H 13.46534 12.52046 11.93009

---

2.
115
Properties=species:S:1:pos:R:3 method="wB97M-V/def2-TZVPD" lumo_ev=0.3 smiles=COC[C@H](C)N.COC[C@H](C)N.COC[C@H](C)N.COC[C@H](C)N.COC[C@H](C)N.OCCO.OCCO.OCCO max_force_ev_per_a=2.8 homo_lumo_gap_ev=9.315 relative_energy_kj_mol=498.07
C -5.52626 0.52814 9.04979
O -5.64973 -0.73604 8.35268
C -4.95072 -0.68742 7.07212
C -5.68039 0.13397 5.95235
C -7.15072 -0.28456 6.00904
N -5.00360 -0.06772 4.70604
H -6.47135 0.79291 9.52392
H -5.20306 1.45800 8.58180
H -4.69860 0.44108 9.75372
H -3.90256 -0.41628 7.19842
H -4.98182 -1.71086 6.69833
H -5.66827 1.21249 6.10973
H -7.78790 0.31235 6.66158
H -7.30882 -1.28296 6.41683
H -7.64937 -0.30675 5.04004
H -5.53377 0.21724 3.89498
H -4.24009 0.58736 4.61647
C -0.33905 -7.17940 -2.48199
O -0.21324 -6.42846 -3.71251
C -1.31371 -6.38685 -4.59588
C -1.38144 -5.17809 -5.52426
C -2.60713 -4.27963 -5.28913
N -1.49958 -5.48932 -6.96065
H -0.63131 -8.20431 -2.71059
H -1.01639 -6.60086 -1.85382
H 0.61650 -7.26815 -1.96515
H -1.16494 -7.23570 -5.26326
H -2.14882 -6.47175 -3.90056
H -0.47639 -4.57902 -5.42392
H -2.42563 -3.34292 -5.81617
H -2.96590 -4.24202 -4.26056
H -3.56786 -4.68153 -5.61096
H -1.36811 -4.69788 -7.57420
H -2.40351 -5.84026 -7.24321
C 1.15317 1.75105 8.91241
O 1.60136 1.44921 7.59136
C 0.95263 2.05262 6.50306
C 1.50475 1.58336 5.16627
C 1.14011 0.10901 4.88143
N 3.00366 1.52999 5.05026
H 1.39183 0.90268 9.55381
H 0.07665 1.91462 8.96197
H 1.59263 2.67143 9.29698
H -0.13338 1.95999 6.49374
H 1.22778 3.10729 6.51165
H 1.20798 2.36006 4.46145
H 0.10614 -0.19225 5.04945
H 1.74317 -0.51367 5.54226
H 1.37857 -0.16404 3.85349
H 3.36422 0.68725 5.47438
H 3.41640 2.15952 5.72365
C 8.57888 -1.56721 -6.52231
O 7.61613 -2.58671 -6.39081
C 6.70513 -2.54980 -5.23601
C 5.70045 -3.70448 -5.39656
C 5.02072 -3.52021 -6.79394
N 4.64501 -3.64174 -4.32132
H 7.93979 -0.77469 -6.91164
H 9.24291 -1.76066 -7.36476
H 8.93652 -1.24245 -5.54521
H 7.30474 -2.82978 -4.36988
H 6.18925 -1.59237 -5.16329
H 6.13243 -4.70239 -5.32141
H 4.33943 -4.35247 -6.97083
H 5.75496 -3.49318 -7.59908
H 4.49196 -2.57318 -6.90185
H 4.11795 -2.79748 -4.49312
H 4.01005 -4.39767 -4.53460
C -5.46634 6.36375 -5.29479
O -6.16347 5.48909 -4.38642
C -6.11329 4.02400 -4.55572
C -6.73300 3.36418 -3.30470
C -8.23786 3.05827 -3.25881
N -6.37325 4.10648 -2.08977
H -4.42487 6.05289 -5.21222
H -5.58377 7.39851 -4.97290
H -5.74221 6.15383 -6.32819
H -6.50423 3.56101 -5.46175
H -5.08168 3.67440 -4.51478
H -6.25426 2.38533 -3.27738
H -8.60717 2.56236 -2.36117
H -8.45495 2.41171 -4.10907
H -8.78321 3.96849 -3.50819
H -6.92483 4.94936 -2.01610
H -5.46925 4.52699 -2.25125
O 5.25458 -3.76251 1.39550
C 5.64376 -4.83861 2.19001
C 6.90648 -4.51244 3.03625
O 6.64716 -3.44459 3.89929
H 5.22114 -4.03303 0.47501
H 4.84587 -5.11631 2.87875
H 5.87689 -5.66182 1.51469
H 7.77150 -4.18286 2.46073
H 7.20501 -5.39156 3.60734
H 6.30835 -2.73116 3.35356
O 0.09735 3.17686 -0.90952
C -0.47226 2.45084 -1.91591
C -0.14868 1.01237 -1.75398
O 1.16446 0.70528 -2.19163
H 1.01521 3.43237 -1.02718
H -1.56200 2.46402 -1.93607
H -0.02310 2.72415 -2.87070
H -0.78131 0.55247 -2.51317
H -0.42632 0.60968 -0.77989
H 1.72773 0.46537 -1.45219
O 3.80788 5.89615 1.25366
C 4.08225 7.04502 2.07970
C 4.13430 8.32316 1.22615
O 2.80578 8.79860 0.93962
H 4.25160 5.14552 1.65523
H 3.42912 7.16919 2.94347
H 5.14253 6.96560 2.31972
H 4.61477 8.18448 0.25765
H 4.76079 9.08124 1.69619
H 2.47634 8.05545 0.42896

---

3.
113
Properties=species:S:1:pos:R:3 method="wB97M-V/def2-TZVPD" lumo_ev=-0.1 max_force_ev_per_a=2.2 homo_lumo_gap_ev=8.400 relative_energy_kj_mol=142.04
Mg 1.26410 1.39051 3.03891
C 1.11826 5.47696 3.05018
C 0.27305 4.43747 2.29178
C 0.49126 4.59559 0.78737
O 0.51020 3.15755 2.76503
H 0.73854 6.46956 2.77793
H 2.17495 5.43763 2.78478
H 1.00145 5.39053 4.12996
H -0.78406 4.65896 2.50398
H 1.47945 4.97905 0.52139
H -0.25367 5.26734 0.35308
H 0.34775 3.64305 0.26968
C -1.35456 0.18802 0.86882
C 0.04785 -0.43602 0.85158
C 0.67397 -0.12266 -0.50653
O 0.85998 -0.11666 1.91926
H -1.39331 1.28139 0.90052
H -1.88490 -0.12142 1.77488
H -1.92591 -0.08170 -0.02304
H -0.19495 -1.51100 0.93901
H 1.61016 -0.66748 -0.65658
H 0.86647 0.95413 -0.52729
H -0.00135 -0.37142 -1.32636
C 1.51641 0.04171 -4.36585
C 2.44251 -1.14787 -4.18626
O 3.63293 -0.97956 -4.94539
H 0.68577 -0.04262 -3.66146
H 1.08949 0.19353 -5.35690
H 2.02496 0.97646 -4.11617
H 1.92268 -2.05002 -4.52901
H 2.61394 -1.27902 -3.11224
H 4.10488 -1.81772 -4.90182
C -2.44100 -0.41916 -4.19801
C -2.35700 0.88422 -3.42974
O -3.59933 1.09762 -2.76289
H -1.51029 -0.80635 -4.61338
H -3.06323 -0.23393 -5.07975
H -2.94112 -1.19363 -3.61911
H -2.08268 1.73168 -4.07077
H -1.53242 0.86486 -2.69573
H -3.51513 2.03878 -2.48898
C 0.21526 -1.31067 5.06167
C -0.91482 -0.29347 5.03274
O -0.38091 0.92142 4.48277
H -0.11079 -2.26284 5.48418
H 1.06880 -0.93036 5.62101
H 0.51596 -1.57146 4.04662
H -1.23829 -0.07680 6.05585
H -1.78449 -0.65207 4.47923
H -1.05560 1.60765 4.55008
C 4.01797 -3.84068 2.21175
C 3.06215 -2.87148 1.54939
O 1.82544 -2.96424 2.24335
H 3.57390 -4.83284 2.30299
H 4.14638 -3.54466 3.25845
H 4.99047 -3.89919 1.72758
H 2.88530 -3.19826 0.51581
H 3.40526 -1.83272 1.55862
H 1.24085 -2.22982 2.00834
C -3.91990 -2.52572 1.37146
C -2.94754 -3.22919 2.31139
O -3.55694 -4.34482 2.94973
H -4.80693 -2.09898 1.85141
H -4.35542 -3.20295 0.63803
H -3.38174 -1.71784 0.88336
H -2.59451 -2.48662 3.03404
H -2.09091 -3.55758 1.72220
H -3.79819 -4.11333 3.84798
C 5.35205 -1.05000 -1.63311
C 6.53543 -0.12844 -1.87088
O 6.88454 0.56520 -0.69325
H 4.48441 -0.54064 -1.20478
H 5.57875 -1.87351 -0.95237
H 4.98972 -1.50676 -2.55417
H 6.29753 0.54885 -2.70209
H 7.36472 -0.73408 -2.26205
H 7.62726 1.14067 -0.89748
C 3.87422 2.65328 0.11800
C 3.68924 2.85573 1.60943
O 3.13021 1.66869 2.18079
H 2.91402 2.63381 -0.39607
H 4.40400 1.71650 -0.07378
H 4.48706 3.44993 -0.30749
H 3.06035 3.73123 1.73677
H 4.63755 3.06889 2.10875
H 3.77214 0.95925 2.06592
C -6.85684 -1.74378 -0.87311
C -5.78845 -0.69759 -1.10663
O -4.56339 -1.35014 -1.41442
H -6.59491 -2.45467 -0.09029
H -7.08604 -2.28715 -1.78755
H -7.74605 -1.21811 -0.51336
H -5.66929 -0.05351 -0.22719
H -6.08863 -0.02233 -1.91369
H -3.90640 -0.64723 -1.52772
C -3.17852 3.25006 0.28194
C -2.57066 3.98824 -0.90375
O -3.40444 3.77844 -2.04934
H -3.45050 2.22870 0.02179
H -4.04992 3.80024 0.64860
H -2.51653 3.17585 1.14926
H -1.62159 3.49756 -1.12418
H -2.41069 5.04752 -0.71149
H -4.08465 4.44924 -2.13913
C -1.26965 -3.15526 -2.16882
C 0.17651 -3.53163 -1.86784
O 0.51852 -4.77636 -2.48790
H -1.90807 -3.90852 -1.70094
H -1.49306 -3.15752 -3.23552
H -1.52669 -2.17307 -1.76718
H 0.22498 -3.65813 -0.78301
H 0.84126 -2.76386 -2.26066
H 0.27368 -5.47436 -1.87493